Record 1
Formula: C32H26I2N4O2PZn
Source: OMol25
Level of theory: the ωB97M-V functional and the def2-TZVPD basis

Values from the calculation:
E_tot	-4320.44198	Ha
energy above the lowest of the compared OMol25 structures with the same formula, charge and spin	38.6	kJ/mol
HOMO-LUMO gap	7.238	eV

```
! wB97M-V def2-TZVPD RIJCOSX def2/J DEFGRID3
* xyz 1 1
Zn -0.502 -0.524 0.055
O 2.018 2.953 1.337
N 0.878 2.905 0.580
C 0.827 3.822 -0.286
C -0.335 3.933 -1.175
C -0.292 4.967 -2.103
C -1.340 5.201 -2.977
C -2.460 4.397 -2.918
C -2.524 3.354 -2.004
C -1.480 3.093 -1.116
P -1.616 1.635 0.000
C -3.268 0.958 -0.430
C -3.321 0.018 -1.460
C -4.529 -0.539 -1.849
C -5.700 -0.166 -1.202
C -5.658 0.760 -0.168
C -4.447 1.322 0.217
C -1.852 2.213 1.706
C -1.461 1.380 2.754
C -1.616 1.789 4.071
C -2.150 3.040 4.346
C -2.529 3.878 3.307
C -2.379 3.469 1.989
H 1.873 2.277 2.008
H 1.634 4.548 -0.379
H 0.586 5.602 -2.133
H -1.282 6.010 -3.693
H -3.292 4.573 -3.587
H -3.411 2.743 -1.989
H -2.408 -0.282 -1.968
H -4.562 -1.267 -2.650
H -6.647 -0.597 -1.501
H -6.571 1.049 0.338
H -4.422 2.039 1.027
H -1.038 0.402 2.544
H -1.311 1.139 4.881
H -2.269 3.363 5.372
H -2.938 4.857 3.521
H -2.663 4.131 1.178
I 1.415 -4.429 -2.513
C -0.253 -4.332 -1.261
C -0.982 -5.488 -0.944
C -2.080 -5.426 -0.129
I -3.173 -7.182 0.220
C -2.462 -4.202 0.466
C -3.567 -4.013 1.324
C -3.807 -2.787 1.884
C -2.932 -1.729 1.619
N -1.910 -1.856 0.799
C -1.682 -3.055 0.181
C -0.605 -3.083 -0.773
O -0.008 -1.971 -1.109
H -0.677 -6.437 -1.364
H -4.224 -4.847 1.533
H -4.653 -2.628 2.538
H -3.068 -0.764 2.092
C 4.925 -1.096 0.949
N 3.633 -0.589 0.502
C 3.402 0.165 -0.623
C 2.070 0.422 -0.641
N 1.483 -0.160 0.465
C 2.457 -0.760 1.123
H 5.701 -0.687 0.311
H 4.953 -2.181 0.884
H 5.115 -0.792 1.976
H 4.190 0.436 -1.305
H 1.496 0.975 -1.368
H 2.340 -1.327 2.033
*
```

Computed natural (NBO) charges, given in elementary charges: 1.62 -0.54 -0.14 0.01 0.01 -0.20 -0.18 -0.19 -0.18 -0.36 0.77 -0.39 -0.21 -0.19 -0.19 -0.22 -0.15 -0.37 -0.22 -0.19 -0.19 -0.21 -0.14 0.48 0.20 0.22 0.23 0.23 0.23 0.22 0.23 0.23 0.23 0.22 0.20 0.23 0.23 0.23 0.22 0.17 -0.23 -0.21 -0.21 0.17 -0.04 -0.11 -0.27 0.08 -0.61 0.08 0.30 -0.89 0.24 0.24 0.24 0.21 -0.41 -0.31 -0.06 -0.08 -0.65 0.21 0.23 0.23 0.22 0.24 0.23 0.22



Record 2
Formula: C32H26N2O
Source: OMol25
Level of theory: the ωB97M-V functional and the def2-TZVPD basis

Values from the calculation:
E_tot	-1419.66636	Ha
energy above the lowest of the compared OMol25 structures with the same formula, charge and spin	0.0	kJ/mol
HOMO-LUMO gap	2.829	eV

```
! wB97M-V def2-TZVPD RIJCOSX def2/J DEFGRID3
* xyz 0 1
C -0.147 6.556 -0.908
C 1.061 6.389 -0.260
C 1.382 5.179 0.299
C 0.495 4.093 0.241
C 0.801 2.832 0.887
C 1.678 2.751 2.052
O 2.230 1.703 2.359
C 1.880 3.957 2.901
C 0.840 4.841 3.172
C 1.050 5.967 3.936
C 2.304 6.217 4.457
C 3.336 5.330 4.229
C 3.125 4.208 3.458
C 0.210 1.700 0.438
N -0.338 0.752 0.002
C -0.700 4.274 -0.469
C -1.019 5.490 -1.021
H -0.398 7.510 -1.341
H 1.758 7.208 -0.202
H 2.335 5.045 0.777
H -0.134 4.641 2.760
H 0.235 6.644 4.137
H 2.469 7.091 5.064
H 4.307 5.511 4.661
H 3.919 3.505 3.276
H -1.378 3.444 -0.558
H -1.961 5.620 -1.528
C 2.528 -4.534 2.229
N 1.580 -4.207 1.168
C 0.725 -3.148 1.172
C -0.148 -3.231 0.078
C -1.279 -2.404 -0.097
C -2.078 -2.321 -1.278
C -1.509 -2.485 -2.555
C -2.293 -2.496 -3.681
C -3.669 -2.321 -3.598
C -4.501 -2.386 -4.833
C -4.236 -2.105 -2.343
C -3.466 -2.083 -1.206
C 0.222 -4.439 -0.646
C -0.329 -5.123 -1.740
C 0.189 -6.343 -2.104
C 1.252 -6.913 -1.401
C 1.804 -6.268 -0.321
C 1.287 -5.028 0.063
H 3.063 -5.452 1.996
H 3.247 -3.726 2.346
H 1.996 -4.672 3.168
H 0.710 -2.381 1.926
H -1.591 -1.828 0.762
H -0.440 -2.583 -2.634
H -1.846 -2.648 -4.648
H -5.560 -2.242 -4.615
H -4.205 -1.620 -5.551
H -4.386 -3.357 -5.317
H -5.302 -1.990 -2.268
H -3.917 -1.929 -0.240
H -1.169 -4.715 -2.274
H -0.250 -6.884 -2.926
H 1.626 -7.880 -1.695
H 2.604 -6.714 0.244
*
```

Computed natural (NBO) charges, given in elementary charges: -0.26 -0.23 -0.18 0.01 -0.51 0.51 -0.65 -0.03 -0.20 -0.21 -0.22 -0.22 -0.21 0.39 -0.59 -0.24 -0.21 0.20 0.20 0.20 0.22 0.21 0.20 0.20 0.22 0.21 0.20 -0.41 -0.29 0.18 -0.22 0.15 -0.09 -0.14 -0.23 0.07 -0.64 -0.22 -0.13 0.00 -0.21 -0.19 -0.20 -0.23 0.12 0.22 0.24 0.22 0.26 0.24 0.23 0.22 0.22 0.24 0.23 0.22 0.22 0.23 0.22 0.22 0.22



Record 3
Formula: C32H27AsIrN2O6PSSe
Source: OMol25
Level of theory: the ωB97M-V functional and the def2-TZVPD basis

Values from the calculation:
<S²>	0.760
E_tot	-7277.50401	Ha
energy above the lowest of the compared OMol25 structures with the same formula, charge and spin	3.0	kJ/mol
HOMO-LUMO gap (spin up / spin down)	8.271 / 6.441	eV

```
! wB97M-V def2-TZVPD RIJCOSX def2/J DEFGRID3
* xyz 1 2
Ir 1.256 0.682 1.172
O 2.102 4.826 0.583
As 1.300 3.456 1.284
O 2.460 2.377 1.867
O 0.508 2.450 0.179
C 0.028 4.266 2.453
C 0.169 5.622 2.719
C -0.757 6.267 3.528
C -1.814 5.558 4.069
C -1.954 4.201 3.811
C -1.041 3.552 2.998
S -1.335 1.816 2.702
O -2.039 1.309 3.835
O 0.112 1.282 2.713
O -1.922 1.680 1.397
H 2.990 4.571 0.298
H 0.998 6.171 2.295
H -0.642 7.322 3.735
H -2.533 6.056 4.705
H -2.763 3.633 4.250
C -3.370 -2.080 3.614
C -2.029 -2.145 3.963
C -1.057 -1.832 3.030
C -1.433 -1.458 1.740
C -2.779 -1.386 1.392
C -3.745 -1.701 2.333
P -0.142 -1.017 0.573
C -0.866 -1.016 -1.064
C -1.358 0.196 -1.551
C -2.113 0.196 -2.717
C -2.373 -0.992 -3.385
C -1.875 -2.195 -2.903
C -1.125 -2.210 -1.738
C 1.249 -2.105 0.912
C 1.562 -3.457 0.923
C 2.775 -3.824 1.491
C 3.630 -2.866 2.048
C 3.314 -1.515 2.034
C 2.098 -1.137 1.468
H -4.128 -2.316 4.349
H -1.740 -2.425 4.967
H -0.011 -1.870 3.308
H -3.072 -1.066 0.399
H -4.792 -1.644 2.068
H -1.166 1.116 -1.007
H -2.523 1.127 -3.091
H -2.972 -0.984 -4.287
H -2.081 -3.118 -3.428
H -0.762 -3.153 -1.343
H 0.882 -4.207 0.538
H 3.059 -4.867 1.526
H 4.561 -3.190 2.496
H 3.991 -0.779 2.448
C 1.259 1.681 -3.368
N 1.586 0.285 -3.113
C 2.210 -0.205 -2.038
Se 2.956 0.808 -0.631
N 2.293 -1.535 -2.165
C 1.682 -1.937 -3.342
C 1.507 -3.184 -3.928
C 0.834 -3.207 -5.133
C 0.356 -2.032 -5.734
C 0.543 -0.793 -5.155
C 1.219 -0.771 -3.942
H 1.622 2.283 -2.539
H 0.180 1.787 -3.441
H 1.725 1.999 -4.300
H 2.734 -2.124 -1.474
H 1.877 -4.089 -3.466
H 0.674 -4.154 -5.630
H -0.165 -2.100 -6.680
H 0.175 0.112 -5.619
*
```

Computed Mulliken charges, given in elementary charges: 2.65 -0.64 1.17 -0.68 -0.58 -0.28 -0.67 -0.59 -0.66 -0.61 0.26 1.48 -0.64 -0.94 -0.47 0.36 0.48 0.41 0.41 0.51 -0.58 -0.78 -0.59 0.90 -0.47 -0.76 -0.06 1.41 -0.34 -0.90 -0.72 -0.92 -0.39 0.78 -0.94 -0.74 -0.62 -0.96 -0.01 0.41 0.42 0.37 0.40 0.44 0.45 0.50 0.42 0.45 0.44 0.58 0.44 0.41 0.57 -0.87 0.44 -0.52 -0.25 0.31 0.61 -0.93 -0.66 -0.66 -0.70 0.60 0.24 0.29 0.39 0.25 0.50 0.43 0.44 0.49



Record 4
Formula: C32H27BIN2O19
Source: OMol25
Level of theory: the ωB97M-V functional and the def2-TZVPD basis

Values from the calculation:
E_tot	-3096.99440	Ha
HOMO-LUMO gap	5.655	eV

```
! wB97M-V def2-TZVPD RIJCOSX def2/J DEFGRID3
* xyz 1 1
C 3.055 0.775 4.081
N 3.695 2.102 4.002
C 4.886 1.907 3.115
B 2.845 3.097 3.367
O 3.084 4.421 3.618
C 1.680 2.633 2.337
C 0.435 2.198 2.776
C -0.503 1.776 1.822
C -1.845 1.263 2.326
O -2.332 0.295 1.805
O -2.456 1.860 3.389
I -3.114 3.706 2.945
C -0.144 1.813 0.469
C 1.087 2.277 0.089
N 1.972 2.672 1.029
H 2.891 0.312 3.082
H 3.690 0.058 4.625
H 2.073 0.794 4.576
H 4.625 1.306 2.214
H 5.597 1.288 3.685
H 5.321 2.863 2.795
H 2.264 4.934 3.637
H 0.263 2.182 3.851
H -0.847 1.488 -0.297
H 1.400 2.306 -0.954
H 2.878 2.992 0.698
C 6.646 -3.525 2.009
C 5.477 -2.927 2.251
C 4.874 -2.905 3.622
O 3.812 -2.325 3.785
C 5.582 -3.581 4.696
C 6.754 -4.186 4.456
C 7.372 -4.185 3.089
O 8.444 -4.732 2.928
O 7.430 -4.817 5.412
O 4.776 -2.313 1.288
H 7.091 -3.546 1.024
H 5.127 -3.572 5.677
H 8.237 -5.164 4.984
H 3.977 -1.970 1.729
C 9.616 -7.039 -2.618
C 8.444 -6.451 -2.354
C 7.862 -6.444 -0.973
O 6.799 -5.876 -0.786
C 8.594 -7.124 0.085
C 9.766 -7.716 -0.178
C 10.362 -7.700 -1.554
O 11.437 -8.237 -1.733
O 10.465 -8.349 0.763
O 7.728 -5.837 -3.301
H 10.046 -7.049 -3.610
H 8.156 -7.126 1.073
H 11.266 -8.685 0.317
H 6.932 -5.499 -2.851
C -5.295 4.382 -0.589
C -5.863 3.805 -1.654
C -7.306 4.034 -1.992
O -7.763 3.497 -2.983
C -8.092 4.885 -1.113
C -7.523 5.460 -0.046
C -6.074 5.253 0.278
O -5.601 5.814 1.251
O -8.212 6.245 0.783
O -5.183 3.000 -2.469
H -4.255 4.227 -0.336
H -9.135 5.028 -1.359
H -7.579 6.534 1.466
H -5.818 2.717 -3.155
C -11.727 0.799 -5.534
C -12.483 1.309 -6.514
C -12.357 2.742 -6.940
O -13.056 3.146 -7.849
C -11.399 3.584 -6.237
C -10.645 3.076 -5.254
C -10.753 1.636 -4.847
O -10.031 1.220 -3.959
O -9.759 3.815 -4.585
O -13.387 0.576 -7.165
H -11.809 -0.232 -5.220
H -11.329 4.619 -6.541
H -9.343 3.213 -3.930
H -13.792 1.177 -7.820
*
```

Computed Mulliken charges, given in elementary charges: -0.96 -0.18 -0.97 0.65 -0.49 -0.20 -0.01 0.46 0.36 -0.44 -0.60 0.37 -0.64 -0.57 0.15 0.29 0.33 0.29 0.30 0.28 0.34 0.33 0.64 0.54 0.43 0.31 -0.78 0.24 1.08 -0.62 -1.04 0.41 0.97 -0.61 -0.56 -0.63 0.42 0.45 0.36 0.30 -0.93 0.39 1.01 -0.65 -0.91 0.35 0.93 -0.60 -0.57 -0.56 0.42 0.43 0.36 0.35 -0.86 0.17 0.94 -0.68 -0.77 0.27 1.01 -0.64 -0.55 -0.59 0.39 0.49 0.34 0.34 -1.04 0.35 1.03 -0.61 -0.82 0.32 1.00 -0.61 -0.49 -0.56 0.41 0.43 0.35 0.36